# C4H6O2

An isolated molecule of C4H6O2 (ωB97M-V/def2-TZVPD, OMol25).

Last columns: bonded neighbours and bond lengths (Å).
Atoms and positions in Å:
1 C -1.00730 0.39112 -0.43462  C2 1.496, C5 1.522, H7 1.056, H8 1.085
2 C -0.32964 0.24714 0.89180  C1 1.496, C3 1.563, H9 1.064, H10 1.101
3 C 1.19902 0.51009 0.70097  C2 1.563, O4 1.171, H11 1.081
4 O 1.66202 1.40011 1.30487  C3 1.171
5 C -1.12868 -0.88003 -1.26332  C1 1.522, O6 1.229, H12 1.103
6 O -0.24327 -1.72829 -1.18727  C5 1.229
7 H -0.21852 0.90205 -0.91706  C1 1.056
8 H -1.94527 0.92906 -0.52107  C1 1.085
9 H -0.67831 -0.59127 1.44623  C2 1.064
10 H -0.73268 0.96734 1.62055  C2 1.101
11 H 1.79220 -0.04693 -0.01053  C3 1.081
12 H -1.96786 -1.14474 -1.92790  C5 1.103

Values from the calculation:
Multiplicity: 1
SMILES: O=CCCC=O
Energy relative to the best compared isomer or geometry (same formula, charge and spin) (kJ/mol): 187.6
Total charge: 0
E_HOMO (eV): -10.0



# C4H11NO

A cluster of 2 separate species, C4H11NO in total (ωB97M-V/def2-TZVPD, OMol25).

Last columns: bonded neighbours and bond lengths (Å).
Atoms and positions in Å:
1 C -2.31014 -0.45745 -0.73606  N2 1.476, H4 1.100, H5 1.082, H6 1.097
2 N -1.67652 -1.61315 -0.07232  C1 1.476, C3 1.459, H7 1.008
3 C -1.06830 -2.53528 -1.02618  N2 1.459, H8 1.102, H9 1.099, H10 1.079
4 H -1.54081 0.19879 -1.16810  C1 1.100
5 H -3.01945 -0.75923 -1.49507  C1 1.082
6 H -2.75354 0.20778 0.01447  C1 1.097
7 H -2.40817 -1.99894 0.50340  N2 1.008
8 H -1.73534 -2.76731 -1.87196  C3 1.102
9 H -1.07493 -3.53341 -0.56536  C3 1.099
10 H -0.07352 -2.21796 -1.29989  C3 1.079
11 C 2.54482 1.06691 -0.10552  C12 1.320, H14 1.076, H15 1.096
12 C 1.58183 1.38141 0.74055  C11 1.320, O13 1.362, H16 1.099
13 O 1.41322 2.49103 1.51161  C12 1.362, H17 0.967
14 H 2.80605 0.14842 -0.60130  C11 1.076
15 H 3.12603 1.89670 -0.52348  C11 1.096
16 H 0.80494 0.79446 1.25000  C12 1.099
17 H 1.88052 3.28331 1.21313  O13 0.967

Values from the calculation:
Multiplicity: 1
SMILES: C=CO.CNC
Energy relative to the best compared isomer or geometry (same formula, charge and spin) (kJ/mol): 255.2
Total charge: 0
E_HOMO (eV): -8.8



Looking at electronic energy for the records above, in order, we have -8338.517 -7861.909 eV.